[1]
Molecular formula: C3H2Cl2F2O
Method: DFT, ωB97M-V/def2-TZVPD

```
! RIJCOSX wB97M-V def2-TZVPD def2/J DEFGRID3
* xyz 0 1
O 1.51 -1.59 0.20
C 0.25 -1.27 -0.24
C -0.11 0.06 -0.87
F -0.98 0.03 -1.91
Cl 1.11 1.29 -1.03
C -0.68 -0.31 0.47
F -1.99 -0.62 0.48
Cl -0.15 0.48 1.93
H 1.92 -0.78 0.63
H -0.25 -2.13 -0.70
*
```

Properties
- Relative energy (zero: lowest compared OMol25 entry of this formula, charge and spin): 55.1 kJ/mol
- SMILES: O[C@@H]1[C@](F)(Cl)[C@]1(F)Cl
- Orbital gap: 11.04 eV

=====

[2]
Molecular formula: C34H27ClCsN2O7PS2
Method: DFT, ωB97M-V/def2-TZVPD

```
! RIJCOSX wB97M-V def2-TZVPD def2/J DEFGRID3
* xyz -2 1
Cs -1.01 2.09 1.21
C 5.38 1.16 7.91
C 4.58 1.03 6.64
C 3.66 2.01 6.27
C 2.90 1.88 5.11
C 3.06 0.76 4.31
C 3.97 -0.22 4.66
C 4.73 -0.09 5.81
S 2.06 0.54 2.83
O 1.56 1.89 2.55
O 3.00 0.04 1.83
N 1.00 -0.54 3.10
C -0.06 -0.46 4.11
C -0.57 0.94 4.54
O 0.02 1.50 5.48
O -1.57 1.38 3.90
H 5.33 2.18 8.29
H 6.43 0.90 7.75
H 4.99 0.50 8.69
H 3.53 2.88 6.90
H 2.16 2.61 4.84
H 4.09 -1.08 4.01
H 5.44 -0.86 6.08
H 0.27 -0.98 5.02
H -0.92 -1.00 3.70
Cl 1.64 0.77 -0.89
C 1.08 0.34 -2.48
C 1.68 0.96 -3.57
C 1.32 0.58 -4.85
C 0.38 -0.41 -5.04
C -0.22 -1.02 -3.94
C 0.13 -0.66 -2.64
P -0.57 -1.43 -1.13
C -1.70 -2.70 -1.86
C -2.94 -2.26 -2.32
C -3.86 -3.15 -2.84
C -3.56 -4.51 -2.90
C -2.34 -4.96 -2.43
C -1.41 -4.06 -1.92
C 0.88 -2.44 -0.65
C 1.20 -2.49 0.70
C 2.33 -3.18 1.13
C 3.12 -3.84 0.21
C 2.81 -3.80 -1.15
C 1.70 -3.09 -1.57
H 2.41 1.73 -3.40
H 1.78 1.07 -5.70
H 0.07 -0.70 -6.04
H -0.97 -1.78 -4.10
H -3.17 -1.20 -2.29
H -4.81 -2.79 -3.21
H -4.28 -5.21 -3.30
H -2.10 -6.02 -2.46
H -0.46 -4.43 -1.55
H 0.65 -1.90 1.42
H 2.60 -3.13 2.17
H 4.01 -4.37 0.54
H 3.44 -4.30 -1.87
H 1.47 -3.03 -2.63
O -1.39 2.37 -4.25
S -2.46 2.07 -3.33
O -2.96 0.71 -3.35
N -2.15 2.58 -1.84
C -2.98 3.58 -1.48
O -2.99 4.20 -0.42
C -4.00 3.94 -2.55
C -5.00 4.89 -2.50
C -5.82 5.04 -3.61
C -5.63 4.24 -4.74
C -4.63 3.29 -4.79
C -3.83 3.16 -3.67
H -5.12 5.49 -1.61
H -6.61 5.77 -3.60
H -6.29 4.37 -5.60
H -4.48 2.66 -5.66
*
```

Properties
- Relative energy (zero: lowest compared OMol25 entry of this formula, charge and spin): 16.6 kJ/mol
- Orbital gap: 6.04 eV

=====

[3]
Molecular formula: C8H8FNO3
Method: DFT, ωB97M-V/def2-TZVPD

```
! RIJCOSX wB97M-V def2-TZVPD def2/J DEFGRID3
* xyz 0 1
C -2.98 1.60 0.81
C -2.34 1.12 -0.28
O -1.66 1.70 -1.33
N -2.30 -0.35 -0.56
O -3.03 -1.08 0.10
O -1.58 -0.76 -1.40
H -3.13 2.67 0.80
H -3.41 0.92 1.54
H -1.08 1.11 -1.81
F 1.42 -0.55 2.83
C 1.60 -0.66 1.52
C 2.55 0.23 0.94
C 2.76 0.29 -0.38
C 2.04 -0.59 -1.25
C 1.16 -1.50 -0.63
C 0.86 -1.52 0.76
H 2.94 0.95 1.66
H 3.50 1.06 -0.82
H 2.14 -0.52 -2.32
H 0.55 -2.11 -1.34
H -0.01 -2.01 1.15
*
```

Properties
- Relative energy (zero: lowest compared OMol25 entry of this formula, charge and spin): 365.6 kJ/mol
- SMILES: C=C(O)[N+](=O)[O-].Fc1ccccc1
- Orbital gap: 8.66 eV

=====

[4]
Molecular formula: CH5ClO3Si
Method: DFT, ωB97M-V/def2-TZVPD

```
! RIJCOSX wB97M-V def2-TZVPD def2/J DEFGRID3
* xyz 0 1
C 0.58 0.97 1.65
O -0.15 0.19 0.73
Si -0.03 -1.30 0.18
O -0.94 -1.78 -0.92
Cl 1.37 -2.34 1.11
H 0.18 1.98 1.61
H 1.64 0.99 1.39
H 0.47 0.57 2.66
O -0.70 0.42 -2.89
H -1.58 0.67 -3.18
H -0.82 -0.38 -2.36
*
```

Properties
- Relative energy (zero: lowest compared OMol25 entry of this formula, charge and spin): 226.5 kJ/mol
- SMILES: CO[Si](=O)Cl.O
- Orbital gap: 10.61 eV

=====

[5]
Molecular formula: C21H25ClF8N5O6S2
Method: DFT, ωB97M-V/def2-TZVPD

```
! RIJCOSX wB97M-V def2-TZVPD def2/J DEFGRID3
* xyz -1 1
C 0.90 -2.36 4.16
C 1.81 -1.93 2.95
N 2.73 -1.07 3.14
C 1.61 -2.48 1.48
N 1.27 -1.35 0.62
C 1.93 -0.58 -0.33
N 3.23 -0.72 -0.69
C 4.23 -1.64 -0.15
C 4.17 -3.02 -0.98
C 5.62 -3.55 -1.36
Cl 5.88 -3.58 -3.18
S 3.77 0.34 -1.95
O 2.92 0.24 -3.12
O 5.13 0.05 -2.37
C 3.70 2.09 -1.28
F 2.65 2.72 -1.85
F 4.88 2.68 -1.58
F 3.51 2.10 0.08
N 1.05 0.35 -0.85
C -0.18 0.24 -0.22
C -1.45 1.07 -0.42
C -2.61 0.34 -1.24
C -3.12 1.31 -2.36
C -4.33 2.22 -1.94
F -5.11 1.71 -0.91
F -5.16 2.33 -3.04
C -3.93 3.71 -1.59
F -3.40 3.85 -0.33
F -3.11 4.26 -2.54
F -5.08 4.47 -1.63
N 0.03 -0.82 0.67
C -1.13 -1.15 1.50
C -1.35 -0.06 2.62
C -0.25 0.84 2.98
C -0.42 1.89 3.99
C -1.72 2.03 4.62
C -2.85 1.15 4.30
C -2.65 0.11 3.29
H -0.19 -2.31 3.95
H 1.21 -3.38 4.51
H 1.07 -1.67 5.04
H 2.73 -0.77 4.12
H 0.72 -3.18 1.54
H 2.46 -3.11 1.13
H 4.14 -1.82 0.96
H 5.29 -1.28 -0.28
H 3.55 -3.80 -0.48
H 3.68 -2.78 -1.97
H 6.44 -2.91 -0.96
H 5.82 -4.59 -1.01
H -1.12 1.98 -1.00
H -1.87 1.49 0.54
H -3.40 0.06 -0.49
H -2.18 -0.59 -1.69
H -3.47 0.66 -3.21
H -2.32 1.96 -2.81
H -2.08 -1.16 0.89
H -1.09 -2.14 2.01
H 0.74 0.74 2.49
H 0.45 2.55 4.19
H -1.91 2.82 5.39
H -3.83 1.28 4.82
H -3.53 -0.54 3.06
O -4.65 0.22 -7.52
S -4.89 0.93 -6.25
O -4.03 0.35 -5.18
O -6.32 0.79 -5.86
O -4.56 2.37 -6.41
*
```

Properties
- Orbital gap: 1.80 eV

=====

[6]
Molecular formula: C40H60O30
Method: DFT, ωB97M-V/def2-TZVPD

```
! RIJCOSX wB97M-V def2-TZVPD def2/J DEFGRID3
* xyz 0 1
C -2.57 2.46 -5.54
C -2.66 2.35 -4.02
C -3.91 1.72 -3.35
O -3.34 0.50 -2.88
C -2.10 0.54 -2.82
O -1.41 -0.21 -2.16
O -1.61 1.48 -3.63
H -2.92 3.38 -6.01
H -3.05 1.55 -5.89
H -1.54 2.46 -5.88
H -2.43 3.30 -3.55
H -4.64 1.71 -4.16
H -4.40 2.30 -2.57
C -4.24 -3.24 4.37
C -3.47 -2.12 3.70
C -1.95 -2.27 3.76
O -1.49 -1.98 2.51
C -2.45 -2.05 1.61
O -2.23 -2.05 0.42
O -3.67 -2.25 2.27
H -4.26 -3.33 5.46
H -3.71 -4.15 4.10
H -5.22 -3.32 3.92
H -3.67 -1.08 3.96
H -1.79 -3.24 4.23
H -1.61 -1.59 4.54
C 0.40 -0.02 -3.41
C -0.16 -0.21 -4.84
C 0.25 0.91 -5.83
O 0.68 0.15 -6.99
C 0.86 -1.19 -6.66
O 1.21 -2.06 -7.42
O 0.56 -1.33 -5.40
H 1.47 0.14 -3.53
H 0.04 -0.89 -2.85
H -0.02 0.80 -2.81
H -1.15 -0.65 -4.92
H 1.13 1.51 -5.60
H -0.57 1.61 -5.97
C 0.19 -2.66 1.84
C 0.63 -4.11 1.25
C 1.95 -4.66 1.83
O 1.50 -5.88 2.41
C 0.28 -6.17 2.10
O -0.32 -7.13 2.49
O -0.28 -5.16 1.57
H -0.14 -2.61 2.88
H -0.55 -2.24 1.16
H 0.96 -1.90 1.84
H 0.75 -4.07 0.17
H 2.37 -3.96 2.55
H 2.74 -4.94 1.13
C 2.48 1.95 -3.39
C 2.89 1.65 -1.94
C 3.63 0.34 -1.72
O 4.67 0.70 -0.96
C 4.72 1.99 -0.70
O 5.62 2.54 -0.13
O 3.84 2.59 -1.45
H 2.97 1.31 -4.12
H 2.74 2.99 -3.60
H 1.42 1.69 -3.43
H 1.99 1.53 -1.33
H 4.04 -0.05 -2.65
H 3.06 -0.41 -1.16
C -2.51 3.48 -1.32
C -1.18 4.23 -1.73
C 0.12 3.55 -1.25
O 0.93 3.30 -2.42
C 0.20 3.49 -3.51
O 0.67 3.47 -4.64
O -1.10 4.02 -3.13
H -2.65 3.38 -0.25
H -2.53 2.48 -1.75
H -3.32 4.11 -1.69
H -1.05 5.31 -1.63
H 0.06 2.56 -0.81
H 0.64 4.18 -0.53
C 0.33 -0.09 -1.10
C -0.42 0.44 0.09
C -0.52 -0.52 1.29
O 0.07 0.19 2.38
C 0.73 1.32 1.88
O 1.54 1.95 2.52
O 0.38 1.50 0.60
H 0.76 0.61 -1.82
H -0.31 -0.79 -1.65
H 1.18 -0.69 -0.76
H -1.39 0.85 -0.18
H 0.23 -1.24 0.97
H -1.56 -0.81 1.40
C 2.26 2.79 4.50
C 1.49 4.15 4.48
C 2.02 5.02 5.63
O 2.09 6.34 5.24
C 2.04 6.26 3.94
O 2.07 7.24 3.08
O 2.02 4.92 3.48
H 1.63 2.02 4.07
H 2.34 2.40 5.52
H 3.30 2.92 4.21
H 0.43 4.06 4.23
H 2.97 4.66 6.03
H 1.28 5.08 6.43
C -0.06 -1.86 6.19
C 0.64 -1.82 4.77
C 0.83 -0.41 4.22
O 2.16 -0.36 3.73
C 2.83 -1.40 4.14
O 4.02 -1.54 4.08
O 2.02 -2.19 4.87
H -1.14 -1.78 6.19
H 0.14 -0.97 6.78
H 0.11 -2.80 6.73
H 0.06 -2.45 4.11
H 0.55 0.38 4.91
H 0.20 -0.31 3.33
C -1.11 -2.48 -3.55
C -0.51 -2.89 -2.22
C -1.42 -3.45 -1.16
O -0.74 -4.61 -0.72
C 0.38 -4.81 -1.39
O 1.17 -5.73 -1.20
O 0.41 -3.95 -2.42
H -0.39 -2.26 -4.34
H -1.92 -1.76 -3.47
H -1.73 -3.27 -3.96
H -0.12 -1.91 -1.94
H -2.32 -3.76 -1.70
H -1.86 -2.66 -0.55
*
```

Properties
- Relative energy (zero: lowest compared OMol25 entry of this formula, charge and spin): 3511.4 kJ/mol
- Orbital gap: 8.53 eV

=====

[7]
Molecular formula: C22H22IrN3O4
Method: DFT, ωB97M-V/def2-TZVPD

```
! RIJCOSX wB97M-V def2-TZVPD def2/J DEFGRID3
* xyz 2 1
Ir -0.77 -0.43 0.53
C -3.47 0.74 -1.23
C -2.55 -0.39 -0.91
C -1.34 -0.57 -1.61
C -0.47 -1.68 -1.37
C 0.78 -1.86 -2.18
C -0.80 -2.56 -0.33
C -2.00 -2.39 0.44
C -2.36 -3.41 1.47
C -2.82 -1.29 0.17
H -3.25 1.60 -0.61
H -4.50 0.44 -1.03
H -3.38 1.02 -2.27
H -1.08 0.14 -2.38
H 1.64 -1.44 -1.67
H 0.69 -1.36 -3.15
H 0.97 -2.92 -2.35
H -0.15 -3.40 -0.09
H -1.60 -3.49 2.25
H -2.40 -4.39 0.99
H -3.32 -3.21 1.92
H -3.71 -1.14 0.77
O 1.81 4.57 -4.70
C 2.65 3.72 -4.10
O 3.78 3.60 -4.46
C 2.13 2.91 -2.93
C 3.00 1.93 -2.45
C 2.64 1.14 -1.37
C 1.40 1.33 -0.78
C 0.51 2.30 -1.24
C 0.90 3.09 -2.32
N 1.02 0.55 0.37
C 1.84 0.40 1.34
C 1.39 -0.36 2.49
C 2.15 -0.56 3.62
C 1.58 -1.24 4.69
C 0.27 -1.66 4.59
C -0.44 -1.41 3.43
N 0.11 -0.79 2.39
H 0.92 4.55 -4.35
H 3.96 1.81 -2.93
H 3.31 0.37 -1.01
H -0.43 2.46 -0.74
H 0.21 3.87 -2.64
H 2.82 0.88 1.33
H 3.16 -0.19 3.66
H 2.15 -1.42 5.59
H -0.22 -2.17 5.41
H -1.48 -1.68 3.34
O -1.79 0.87 3.08
N -1.90 1.73 2.26
O -1.56 1.39 1.04
*
```

Properties
- Relative energy (zero: lowest compared OMol25 entry of this formula, charge and spin): 0.0 kJ/mol
- Orbital gap: 7.52 eV

=====

[8]
Molecular formula: C8H15N2
Method: DFT, ωB97M-V/def2-TZVPD

```
! RIJCOSX wB97M-V def2-TZVPD def2/J DEFGRID3
* xyz 1 1
C 2.26 1.45 0.85
C 2.06 0.34 0.12
N 1.06 -0.58 0.32
C 1.03 -2.04 -0.01
C 0.10 -0.24 1.38
C -1.00 0.60 0.62
C -0.44 1.80 -0.24
C -0.99 0.98 -1.40
N -1.43 0.03 -0.62
C -2.33 -1.05 -1.07
H 3.05 2.07 0.44
H 1.56 1.84 1.59
H 2.68 0.10 -0.76
H 0.01 -2.35 0.02
H 1.38 -2.00 -1.01
H 1.49 -2.69 0.64
H 0.44 0.53 2.13
H -0.25 -1.13 1.85
H -1.70 0.85 1.40
H -1.01 2.77 -0.14
H 0.61 1.90 -0.17
H -1.11 0.81 -2.53
H -2.14 -1.93 -0.40
H -3.36 -0.85 -0.94
H -1.97 -1.17 -2.06
*
```

Properties
- Relative energy (zero: lowest compared OMol25 entry of this formula, charge and spin): 346.1 kJ/mol
- SMILES: C=CN(C)C[C@H]1CC=[N+]1C
- Orbital gap: 7.28 eV

=====

[9]
Molecular formula: C6H6OS
Method: DFT, ωB97M-V/def2-TZVPD

```
! RIJCOSX wB97M-V def2-TZVPD def2/J DEFGRID3
* xyz 0 1
C -0.15 0.90 -0.04
C -0.60 0.21 1.31
C 0.03 -1.04 0.52
C -0.68 -1.14 -0.83
C -0.70 0.11 -1.19
C 1.02 -0.14 0.03
H 1.29 2.02 -0.42
H 0.00 0.56 2.24
H -1.73 -0.04 1.32
H 0.27 -1.87 1.05
H -0.80 -2.15 -1.43
H -0.91 0.60 -2.16
O 0.28 2.10 -0.25
S 2.69 -0.13 -0.16
*
```

Properties
- Relative energy (zero: lowest compared OMol25 entry of this formula, charge and spin): 334.3 kJ/mol
- Orbital gap: 9.11 eV

=====

[10]
Molecular formula: C4H15NO2Si2
Method: DFT, ωB97M-V/def2-TZVPD

```
! RIJCOSX wB97M-V def2-TZVPD def2/J DEFGRID3
* xyz 0 1
C 1.18 -1.87 -0.85
C 1.56 -1.17 0.46
Si 0.30 0.03 1.13
N 0.18 -0.18 2.83
C -1.37 -0.20 0.30
O -1.35 0.23 -1.04
C -2.62 0.45 -1.63
O 0.73 1.61 0.88
Si 1.56 2.32 -0.34
H 0.28 -2.48 -0.73
H 0.99 -1.16 -1.65
H 1.98 -2.54 -1.18
H 2.52 -0.67 0.34
H 1.72 -1.91 1.26
H 0.06 -1.14 3.15
H -0.51 0.39 3.31
H -1.66 -1.27 0.38
H -2.13 0.36 0.88
H -2.54 1.31 -2.30
H -2.94 -0.42 -2.22
H -3.38 0.66 -0.87
H 1.10 1.82 -1.65
H 3.01 2.03 -0.21
H 1.35 3.78 -0.25
*
```

Properties
- Relative energy (zero: lowest compared OMol25 entry of this formula, charge and spin): 5.1 kJ/mol
- Orbital gap: 10.22 eV

=====

Calculated total energy, record by record: -35669.1208 -97042.0812 -18771.3954 -27663.1088 -97843.4130 -103845.3566 -38653.7612 -11509.3961 -19197.6031 -25734.3046 eV